(1)
Density functional theory data (ωB97M-V/def2-TZVPD) for C54H98HgN4O36 as an isolated structure in a non-equilibrium geometry.

The value obtained for the energy is -5197.3278 a.u. The calculation puts the orbital gap at 9.679 eV. The maximum force is 0.072 Eh/bohr. The molar mass comes out at 1579.96 g mol⁻¹. The HOMO energy is -9.139 eV.

Last column: Löwdin charge in e.
Positions of all 193 atoms, in Å:
Hg 0.65 -2.63 1.29  1.29
N 0.37 -0.32 -0.74  -0.43
O 0.77 -0.66 0.54  -0.22
O -0.25 -1.23 -1.33  -0.01
O 0.58 0.81 -1.15  0.03
N 1.12 -5.30 2.52  -0.51
O 2.29 -4.97 2.19  -0.03
O 0.11 -4.46 2.19  -0.23
O 0.83 -6.31 3.12  0.06
O -4.55 -6.80 -0.21  0.07
C -3.56 -6.18 -0.67  -0.50
O -3.68 -5.11 -1.46  -0.02
C -4.96 -4.49 -1.53  -0.22
C -4.88 -3.48 -2.63  -0.07
C -2.14 -6.63 -0.56  0.03
H -5.26 -4.08 -0.60  0.10
H -5.73 -5.17 -1.86  0.13
H -4.09 -2.70 -2.55  0.08
H -5.80 -2.92 -2.72  0.08
H -4.65 -3.93 -3.61  0.08
H -1.75 -6.74 -1.57  0.09
H -2.06 -7.57 0.01  0.11
H -1.48 -5.89 -0.12  0.08
O 1.57 0.26 -5.44  0.04
C 1.00 1.17 -6.09  -0.51
O -0.18 1.69 -5.75  -0.01
C -0.75 1.15 -4.54  -0.15
C -1.32 -0.32 -4.64  -0.03
C 1.53 1.71 -7.39  0.04
H -1.50 1.86 -4.22  0.11
H 0.10 1.10 -3.85  0.09
H -1.45 -0.62 -5.68  0.08
H -2.25 -0.50 -4.08  0.07
H -0.63 -1.08 -4.28  0.05
H 2.58 1.48 -7.51  0.08
H 1.27 2.78 -7.44  0.09
H 1.00 1.21 -8.21  0.10
O 5.98 0.08 -3.60  0.09
C 5.31 1.04 -3.86  -0.53
O 5.02 1.96 -2.91  -0.03
C 5.57 1.67 -1.57  -0.16
C 4.85 0.50 -0.89  -0.05
C 4.71 1.26 -5.22  0.03
H 5.55 2.61 -1.06  0.10
H 6.62 1.40 -1.67  0.12
H 5.05 -0.42 -1.44  0.06
H 3.76 0.65 -0.86  0.08
H 5.18 0.43 0.13  0.06
H 5.59 1.21 -5.88  0.10
H 4.20 2.20 -5.37  0.08
H 4.09 0.45 -5.53  0.06
C 0.22 8.11 4.41  -0.07
C 0.72 6.70 4.05  -0.19
O 0.90 6.45 2.64  0.04
C -0.17 5.90 2.07  -0.57
O -1.25 5.70 2.58  0.11
O 0.11 5.71 0.74  -0.03
C -1.03 5.37 -0.04  -0.03
H -0.87 8.21 4.42  0.08
H 0.70 8.92 3.83  0.08
H 0.51 8.28 5.46  0.07
H -0.07 6.06 4.42  0.11
H 1.70 6.53 4.52  0.13
H -0.61 4.98 -0.98  0.08
H -1.64 6.24 -0.28  0.11
H -1.54 4.55 0.41  0.08
C -1.35 -3.98 -4.34  -0.04
C -1.05 -3.99 -2.86  -0.18
O -0.10 -5.06 -2.72  0.03
C 0.71 -5.16 -1.70  -0.58
O 0.75 -4.41 -0.71  0.04
O 1.48 -6.22 -1.90  0.02
C 2.34 -6.63 -0.87  -0.03
H -2.06 -4.82 -4.48  0.08
H -0.45 -4.22 -4.91  0.08
H -1.86 -3.11 -4.74  0.06
H -1.88 -4.13 -2.20  0.10
H -0.55 -3.03 -2.66  0.09
H 2.94 -5.81 -0.53  0.08
H 2.97 -7.41 -1.30  0.11
H 1.79 -7.03 -0.04  0.09
C -6.20 -0.20 -5.04  -0.06
C -6.39 0.64 -3.82  -0.20
O -5.20 1.39 -3.50  0.05
C -4.45 0.96 -2.53  -0.55
O -4.59 -0.04 -1.82  0.08
O -3.37 1.82 -2.47  -0.03
C -2.43 1.48 -1.47  -0.06
H -5.62 0.38 -5.78  0.09
H -7.14 -0.51 -5.46  0.08
H -5.54 -1.06 -4.93  0.07
H -6.61 -0.02 -2.95  0.13
H -7.19 1.35 -3.89  0.12
H -1.57 2.15 -1.63  0.09
H -2.19 0.41 -1.51  0.09
H -2.92 1.73 -0.55  0.09
C 0.02 5.41 8.99  -0.06
C -0.45 3.96 8.80  -0.21
O 0.45 3.40 7.86  0.03
C 0.27 2.12 7.53  -0.63
O -0.62 1.37 7.85  0.12
O 1.15 1.79 6.63  0.02
C 1.04 0.44 6.10  0.00
H -0.03 5.99 8.08  0.06
H 1.08 5.35 9.25  0.08
H -0.54 5.93 9.77  0.08
H -1.46 3.99 8.40  0.13
H -0.38 3.49 9.77  0.12
H 0.08 0.22 5.63  0.08
H 1.18 -0.28 6.89  0.10
H 1.87 0.37 5.41  0.09
C 0.06 7.06 -5.49  -0.07
C -0.44 5.72 -5.90  -0.22
O 0.53 4.68 -5.75  0.04
C 0.72 4.16 -4.56  -0.55
O -0.05 4.41 -3.60  0.06
O 1.75 3.30 -4.53  -0.01
C 2.01 2.69 -3.26  -0.03
H -0.46 7.80 -6.09  0.08
H 1.11 7.08 -5.79  0.08
H 0.05 7.24 -4.39  0.09
H -0.71 5.68 -6.95  0.13
H -1.37 5.54 -5.36  0.12
H 2.86 3.25 -2.84  0.11
H 2.40 1.73 -3.52  0.07
H 1.14 2.56 -2.63  0.07
C 2.55 -2.67 -4.42  -0.04
C 2.45 -2.36 -2.93  -0.19
O 3.47 -3.17 -2.36  0.03
C 3.84 -2.99 -1.10  -0.58
O 3.20 -2.38 -0.24  0.05
O 5.04 -3.52 -0.89  0.02
C 5.59 -3.33 0.41  -0.03
H 2.12 -3.68 -4.63  0.08
H 3.61 -2.72 -4.64  0.08
H 1.97 -1.99 -5.02  0.05
H 1.48 -2.67 -2.56  0.08
H 2.74 -1.30 -2.77  0.14
H 4.85 -3.58 1.17  0.09
H 6.01 -2.34 0.62  0.09
H 6.42 -4.03 0.44  0.09
C -4.38 -5.60 3.53  -0.04
C -3.30 -4.81 2.67  -0.10
O -3.89 -3.60 2.02  0.00
C -3.04 -2.87 1.33  -0.62
O -1.91 -3.17 0.98  0.05
O -3.58 -1.69 1.03  0.01
C -5.04 -1.56 1.34  0.02
H -3.69 -6.32 3.99  0.08
H -5.23 -6.13 3.09  0.07
H -4.75 -5.05 4.38  0.05
H -2.93 -5.48 1.89  0.10
H -2.46 -4.53 3.32  0.13
H -5.29 -0.64 0.84  0.08
H -5.19 -1.48 2.41  0.08
H -5.63 -2.42 1.01  0.09
C -4.17 -1.48 6.23  -0.06
C -3.51 -0.55 5.27  -0.22
O -2.52 -1.26 4.45  0.03
C -1.68 -0.57 3.62  -0.58
O -0.76 -1.12 3.04  0.05
O -1.90 0.73 3.66  0.00
C -0.83 1.56 3.00  0.05
H -3.44 -1.87 6.91  0.08
H -4.66 -2.24 5.64  0.08
H -4.86 -0.81 6.77  0.09
H -2.99 0.19 5.87  0.11
H -4.26 -0.05 4.63  0.13
H -1.41 2.35 2.57  0.08
H -0.33 0.96 2.24  0.07
H -0.06 1.93 3.70  0.10
N 3.26 2.12 2.03  0.09
C 2.36 2.55 1.14  -0.13
C 2.48 3.72 0.37  -0.05
C 3.58 4.54 0.61  -0.07
C 4.55 4.09 1.48  -0.07
C 4.31 2.89 2.13  -0.19
H 1.52 1.94 0.89  0.07
H 1.66 4.01 -0.32  0.10
H 3.67 5.43 0.01  0.11
H 5.47 4.66 1.56  0.11
H 5.05 2.63 2.86  0.09
N 2.22 -1.97 2.93  0.00
C 3.14 -1.06 2.67  -0.13
C 4.17 -0.73 3.56  -0.05
C 4.21 -1.39 4.78  -0.07
C 3.24 -2.35 5.05  -0.06
C 2.26 -2.56 4.12  -0.15
H 3.02 -0.50 1.77  0.07
H 4.93 -0.05 3.23  0.09
H 5.02 -1.28 5.48  0.10
H 3.25 -2.92 5.96  0.11
H 1.42 -3.23 4.25  0.11


(2)
Density functional theory data (ωB97M-V/def2-TZVPD) for C20H22N8O2PdS2Se as an isolated structure in a non-equilibrium geometry.

Its energy above the lowest of the compared OMol25 structures with the same formula, charge and spin is 0.000 eV. The value obtained for the energy is -4689.5943 a.u. The calculation puts the orbital gap at 6.426 eV. The maximum force is 0.034 Eh/bohr. The molar mass comes out at 655.96 g mol⁻¹. The HOMO energy is -7.179 eV.

Last column: natural (NBO) charge in e.
Positions of all 56 atoms, in Å:
Pd 0.05 -0.63 0.60  0.87
N -3.82 -4.89 -5.45  -0.79
C -2.81 -4.41 -4.62  0.19
C -1.51 -4.26 -5.10  -0.28
C -0.51 -3.81 -4.27  -0.14
C -0.79 -3.52 -2.94  -0.32
C -2.08 -3.67 -2.45  -0.17
C -3.09 -4.11 -3.28  -0.27
S 0.49 -3.00 -1.87  2.34
O 0.57 -3.99 -0.81  -0.98
O 1.68 -2.78 -2.65  -0.93
N -0.08 -1.64 -1.19  -0.91
C -0.23 -0.52 -2.01  0.56
N -0.21 -0.52 -3.33  -0.48
C -0.33 0.68 -3.90  0.11
C -0.44 1.87 -3.18  -0.34
C -0.45 1.76 -1.80  0.13
N -0.38 0.57 -1.23  -0.54
H -3.67 -4.83 -6.44  0.38
H -4.76 -4.72 -5.16  0.38
H -1.29 -4.49 -6.14  0.21
H 0.50 -3.66 -4.64  0.24
H -2.29 -3.44 -1.41  0.23
H -4.09 -4.23 -2.90  0.21
H -0.33 0.70 -4.98  0.20
H -0.50 2.83 -3.67  0.23
H -0.51 2.61 -1.14  0.23
S -0.58 -2.53 1.96  -0.17
C 1.15 -2.59 2.14  0.36
N 1.97 -3.23 1.34  -0.58
C 3.37 -2.88 1.58  -0.23
C 3.29 -2.02 2.86  -0.23
N 1.85 -2.00 3.13  -0.59
H 1.60 -3.68 0.49  0.47
H 3.75 -2.31 0.74  0.23
H 3.97 -3.78 1.71  0.21
H 3.66 -1.02 2.68  0.23
H 3.83 -2.47 3.70  0.20
H 1.41 -1.38 3.78  0.41
N -0.35 0.49 2.26  -0.78
C -1.10 1.72 2.06  0.20
C -0.61 2.91 2.59  -0.24
C -1.32 4.08 2.39  -0.18
C -2.51 4.07 1.68  -0.21
C -2.99 2.87 1.16  -0.20
C -2.28 1.70 1.34  -0.26
H 0.55 0.71 2.70  0.41
H -0.88 -0.15 2.85  0.42
H 0.33 2.92 3.12  0.23
H -0.93 5.01 2.78  0.22
H -3.06 4.99 1.51  0.22
H -3.91 2.85 0.59  0.22
H -2.64 0.77 0.91  0.23
Se 2.32 3.42 0.47  -0.33
C 2.26 1.61 0.64  0.10
N 2.16 0.45 0.72  -0.70